[1]
A single C4H6N2OS molecule, computed with the ωB97M-V functional and the def2-TZVPD basis.

The geometry in XYZ format:
```
14
C4H6N2OS | the Open Molecules 2025 dataset | the ωB97M-V functional and the def2-TZVPD basis
C -1.65561 -0.47673 -0.39516
C -0.46404 -0.19495 0.51949
N 0.00708 1.16674 0.43573
C 1.27828 1.27114 -0.01613
O 1.92835 2.25706 -0.22430
N 1.71695 -0.05342 -0.19347
C 0.76642 -0.96804 0.09785
S 0.91481 -2.58042 -0.00614
H -1.41968 -0.18969 -1.41715
H -2.52785 0.07916 -0.06201
H -1.87975 -1.53952 -0.37198
H -0.73193 -0.45443 1.55303
H -0.57645 1.96764 0.59913
H 2.64343 -0.28455 -0.51890
```

As for the lowest unoccupied orbital energy: 0.20 eV. The value obtained for the energy above the lowest of the compared OMol25 structures with the same formula, charge and spin is 0.0 kcal per mole. As for the charge: 0. Its SMILES is C[C@@H]1NC(=O)NC1=S. As for the total energy: -20109.3416 eV. The calculation puts the HOMO energy at -8.94 eV.

Atom charges from the Löwdin analysis, given in e for atoms 1 to 5: -0.0469 -0.3546 0.1205 -0.5355 0.0961


[2]
3 unconnected molecules or ions with the total composition C5H12O2 at a distorted geometry, computed with the ωB97M-V functional and the def2-TZVPD basis.

The geometry in XYZ format:
```
19
C5H12O2 | the Open Molecules 2025 dataset | the ωB97M-V functional and the def2-TZVPD basis
C 0.03865 1.75058 2.13860
C -0.36223 1.22405 0.68263
C 0.36306 1.75220 -0.35902
C 0.24783 1.31745 -1.77752
C -0.90555 0.90474 -2.27889
H -0.96453 1.82727 2.60898
H 0.57812 2.56022 1.79750
H 0.61811 0.99043 2.62835
H -1.36031 0.70695 0.49234
H 1.20996 2.48073 -0.28058
H 1.27390 1.42355 -2.17622
H -1.04537 0.68805 -3.33184
H -1.66439 0.71497 -1.60720
H 0.05611 -3.58389 0.97736
H -0.45751 -3.55860 -0.31789
O -0.73699 -3.89195 0.45946
H 1.59085 -1.63920 -0.23962
H 1.02706 -0.63543 0.66792
O 1.09290 -1.56670 0.58379
```

As for the lowest unoccupied orbital energy (spin up / spin down): -5.49 / -8.64 eV. The spin multiplicity is 2. The value obtained for the energy above the lowest of the compared OMol25 structures with the same formula, charge and spin is 45.5 kcal per mole. As for the charge: +1. As for the total energy: -9463.0684 eV. As for the expectation value of S²: 0.772. The calculation puts the HOMO energy (spin up / spin down) at -13.68 / -13.68 eV.

Atom charges from the Löwdin analysis, given in e for atoms 1 to 5: 0.0277 0.0025 -0.0252 -0.0626 0.1769


[3]
2 unconnected molecules or ions with the total composition C5H10N4 at a distorted geometry, computed with the ωB97M-V functional and the def2-TZVPD basis.

The geometry in XYZ format:
```
19
C5H10N4 | the Open Molecules 2025 dataset | the ωB97M-V functional and the def2-TZVPD basis
C -0.75567 -0.85440 0.92916
C -0.15779 -0.68775 -0.23191
C -2.10673 0.47092 -0.22493
C 3.63807 -0.06560 0.24428
C -3.23169 1.21651 -0.79367
N -1.90192 -0.05471 1.02234
N -0.98845 0.16570 -0.88408
N 4.20062 -1.09576 0.58640
N 3.16340 1.00768 0.18918
H -0.51247 -1.50269 1.78677
H -4.18675 0.89439 -0.28373
H -3.06451 2.38880 -0.65864
H -3.33480 0.85736 -1.85134
H -2.73885 -0.24728 1.61198
H -0.94172 0.11819 -1.88298
H 3.91276 -2.06412 0.32396
H 5.25621 -1.06673 0.80429
H 0.62495 -1.41896 -0.62542
H 3.12536 1.93846 -0.06165
```

As for the lowest unoccupied orbital energy: -7.69 eV. The value obtained for the energy above the lowest of the compared OMol25 structures with the same formula, charge and spin is 0.0 kcal per mole. As for the charge: +2. As for the total energy: -11289.6436 eV. The calculation puts the HOMO energy at -17.20 eV.

Atom charges from the Löwdin analysis, given in e for atoms 1 to 5: -0.0619 -0.0862 -0.2741 -0.1730 0.0277


[4]
A gas-phase ion, C6H8N3S (charge +1) at a distorted geometry, computed with the ωB97M-V functional and the def2-TZVPD basis.

The geometry in XYZ format:
```
18
C6H8N3S | the Open Molecules 2025 dataset | the ωB97M-V functional and the def2-TZVPD basis
C -2.03505 0.78240 -0.18513
C -0.88214 -0.05542 -0.06517
N -0.81538 -1.21976 -0.59868
C 0.23217 -2.09961 -0.44548
N 1.20387 -1.86670 0.33246
C 1.42266 -0.53026 0.77423
S 2.68844 0.17695 -0.37660
C 1.70248 1.62250 -0.51622
N 0.63271 1.66944 0.15831
C 0.23714 0.46321 0.71705
H -1.67358 1.82581 -0.06569
H -2.68646 0.76046 0.70540
H -2.56021 0.45813 -1.05297
H -1.74264 -1.40131 -0.93847
H 0.20465 -3.10874 -0.87556
H 2.02292 -0.75901 1.67215
H 2.23683 2.48880 -0.87586
H -0.18841 0.79312 1.63623
```

As for the lowest unoccupied orbital energy: -5.34 eV. The value obtained for the energy above the lowest of the compared OMol25 structures with the same formula, charge and spin is 39.4 kcal per mole. As for the charge: +1. Its SMILES is CC1=[NH+]C=N[C@H]2SC=N[C@@H]12. As for the total energy: -21648.4386 eV. The calculation puts the HOMO energy at -13.13 eV.

Atom charges from the Löwdin analysis, given in e for atoms 1 to 5: 0.0469 -0.1906 0.2077 -0.1146 0.0655


[5]
A molecular structure, C23H53MoN3O3PS, computed with the ωB97M-V functional and the def2-TZVPD basis.

The geometry in XYZ format:
```
85
C23H53MoN3O3PS | the Open Molecules 2025 dataset | the ωB97M-V functional and the def2-TZVPD basis
Mo -0.37355 0.18510 1.22009
C -1.08735 3.30881 1.11332
O -1.49793 1.97602 1.54309
C -2.42662 1.94294 2.66907
C -1.74691 1.24571 3.82440
O -1.16825 0.06236 3.22583
C -1.01979 -1.19153 3.93122
C 0.33012 -1.72770 3.52295
O 0.43831 -1.60168 2.07402
C 1.70877 -2.12592 1.59648
H -1.98714 3.90372 0.96829
H -0.42348 3.74078 1.86082
H -0.56506 3.17615 0.16825
H -2.70926 2.96490 2.91953
H -3.30334 1.39048 2.32651
H -0.93794 1.83008 4.27106
H -2.47190 0.95483 4.58594
H -1.06396 -1.02152 5.00776
H -1.84312 -1.84089 3.62572
H 1.14812 -1.14805 3.95663
H 0.42589 -2.78453 3.78067
H 1.73026 -3.19932 1.77890
H 1.75865 -1.92470 0.52862
H 2.51764 -1.61490 2.12083
C 0.18995 1.39038 -2.94464
C -0.12541 -0.10183 -3.16600
C 1.18190 -0.88533 -2.97962
C -0.61178 -0.29396 -4.61252
P -1.40208 -0.68308 -1.94505
N -0.84337 -0.16878 -0.40866
C -1.55549 -2.53791 -1.80505
C -0.36902 -3.17137 -1.06842
C -1.67580 -3.16559 -3.20377
C -2.80289 -2.90082 -0.98561
C -3.05063 0.16643 -2.14907
C -2.83798 1.66858 -2.39216
C -3.90504 0.03535 -0.87695
C -3.83121 -0.41681 -3.33975
H 1.13595 1.59682 -3.44471
H 0.30758 1.64573 -1.89150
H -0.55208 2.04925 -3.38052
H 1.91854 -0.44125 -3.64923
H 1.09458 -1.93200 -3.25691
H 1.57652 -0.81066 -1.96168
H 0.19372 0.03980 -5.26794
H -1.48381 0.31092 -4.84707
H -0.82427 -1.33186 -4.86297
H 0.58961 -3.02713 -1.55303
H -0.55630 -4.24628 -1.04042
H -0.31417 -2.83340 -0.03395
H -0.74183 -3.12654 -3.76016
H -2.46393 -2.72385 -3.80905
H -1.92724 -4.21811 -3.06807
H -2.79839 -2.44405 0.00631
H -2.78912 -3.98212 -0.84680
H -3.73507 -2.65583 -1.48543
H -2.24477 2.14232 -1.60864
H -3.82185 2.13676 -2.38805
H -2.38886 1.88189 -3.35729
H -3.38231 0.39499 0.01193
H -4.26389 -0.97206 -0.69812
H -4.78019 0.66959 -1.01763
H -3.28679 -0.35374 -4.28045
H -4.73821 0.17832 -3.45344
H -4.14127 -1.44644 -3.18056
C 5.33999 0.23874 2.50527
N 4.05800 0.83838 2.89504
C 3.76400 0.70391 4.32347
C 3.20197 1.34813 2.01189
S 1.49376 1.42852 2.46765
N 3.63775 1.87734 0.87208
C 2.77031 2.06745 -0.27854
C 4.91662 2.60118 0.77293
H 5.44287 -0.68842 3.06819
H 6.18410 0.88269 2.74523
H 5.33618 0.00833 1.44467
H 4.66376 0.97177 4.87525
H 3.50630 -0.32975 4.56325
H 2.96038 1.36986 4.61638
H 1.96136 1.34085 -0.25420
H 3.35827 1.90926 -1.18150
H 2.36510 3.08179 -0.29358
H 5.27724 2.85354 1.76470
H 4.71750 3.52645 0.23451
H 5.66910 2.03251 0.22997
```

As for the lowest unoccupied orbital energy (spin up / spin down): -9.10 / -9.21 eV. The spin multiplicity is 3. As for the charge: +3. As for the total energy: -57278.3757 eV. As for the expectation value of S²: 2.028. The calculation puts the HOMO energy (spin up / spin down) at -16.79 / -17.43 eV.

Atom charges from the Löwdin analysis, given in e for atoms 1 to 5: 1.5216 -0.0242 -0.4201 -0.1044 -0.1039


[6]
A single C5H8 molecule, computed with the ωB97M-V functional and the def2-TZVPD basis.

The geometry in XYZ format:
```
13
C5H8 | the Open Molecules 2025 dataset | the ωB97M-V functional and the def2-TZVPD basis
C 1.40005 -0.47126 -0.02015
C 0.13434 0.73510 1.11163
C -0.78068 1.14035 -0.07555
C -1.11381 -0.33367 -0.37630
C 0.02835 -0.68344 0.59003
H 1.45335 -0.68642 -1.07025
H 2.22203 -0.92290 0.50922
H 1.65548 0.60694 0.08259
H -0.26224 1.68227 -0.87203
H -1.59928 1.78719 0.26124
H -2.09184 -0.62100 0.01458
H -1.04059 -0.68598 -1.41062
H -0.00516 -1.54717 1.25561
```

As for the lowest unoccupied orbital energy: 0.85 eV. The value obtained for the energy above the lowest of the compared OMol25 structures with the same formula, charge and spin is 94.3 kcal per mole. As for the charge: 0. As for the total energy: -5310.0758 eV. The calculation puts the HOMO energy at -8.30 eV.

Atom charges from the Löwdin analysis, given in e for atoms 1 to 5: -0.0875 0.0724 -0.2181 -0.1606 -0.3973


[7]
2 unconnected molecules or ions with the total composition C11H14N2O at a distorted geometry, computed with the ωB97M-V functional and the def2-TZVPD basis.

The geometry in XYZ format:
```
28
C11H14N2O | the Open Molecules 2025 dataset | the ωB97M-V functional and the def2-TZVPD basis
C 1.66218 3.25282 2.54858
C 1.19475 1.92521 1.99455
C 0.52060 1.81643 0.79364
C -0.23022 0.68273 0.47394
C -0.47605 -0.30238 1.42901
O -1.33474 -1.30879 1.20638
C 0.28508 -0.26370 2.59985
C 1.11164 0.80946 2.84452
H 2.70601 3.43640 2.29652
H 1.46141 3.33195 3.61733
H 1.03298 4.05826 2.16486
H 0.44883 2.66417 0.12072
H -0.77316 0.58427 -0.45711
H -1.94355 -1.28296 0.46428
H 0.07368 -1.01466 3.34793
H 1.75932 0.76178 3.71482
C 0.20614 -2.84160 -1.23583
C -0.47100 -1.88201 -2.14624
C -0.15593 -1.38037 -3.38975
N -1.19256 -0.55487 -3.72216
C -2.10152 -0.56883 -2.72568
N -1.71083 -1.37190 -1.76961
H 1.01159 -2.24011 -0.78205
H 0.75401 -3.63305 -1.74308
H -0.45286 -3.19224 -0.45614
H 0.77218 -1.56936 -3.89711
H -1.19880 0.00444 -4.56414
H -2.95920 0.07892 -2.72802
```

As for the lowest unoccupied orbital energy: 0.70 eV. The value obtained for the energy above the lowest of the compared OMol25 structures with the same formula, charge and spin is 31.3 kcal per mole. As for the charge: 0. Its SMILES is Cc1ccc(O)cc1.Cc1c[nH]cn1. As for the total energy: -16661.5544 eV. The calculation puts the HOMO energy at -7.89 eV.

Atom charges from the Löwdin analysis, given in e for atoms 1 to 5: -0.0593 -0.2904 -0.0570 -0.0214 -0.3386


[8]
2 unconnected molecules or ions with the total composition CH2O3PS at a distorted geometry, computed with the ωB97M-V functional and the def2-TZVPD basis.

The geometry in XYZ format:
```
8
CH2O3PS | the Open Molecules 2025 dataset | the ωB97M-V functional and the def2-TZVPD basis
C 1.84681 0.75167 0.57723
O -0.35732 0.17835 -0.29433
O 1.44652 1.73617 1.12742
O 1.30962 -1.67690 -0.23078
P 2.35260 -0.97326 0.53237
S 2.93504 0.64803 -0.86033
H 0.41379 -0.50635 -0.46766
H -1.19250 -0.24386 -0.43343
```

As for the lowest unoccupied orbital energy (spin up / spin down): 3.70 / 2.36 eV. The spin multiplicity is 3. The value obtained for the energy above the lowest of the compared OMol25 structures with the same formula, charge and spin is 32.6 kcal per mole. As for the charge: -1. As for the total energy: -27334.6444 eV. As for the expectation value of S²: 2.012. The calculation puts the HOMO energy (spin up / spin down) at -1.05 / -4.77 eV.

Atom charges from the Löwdin analysis, given in e for atoms 1 to 5: -1.1097 -0.1770 -0.0452 -0.5628 0.4872


Look up the charge of the first one. 0


Which of these has the highest charge? C23H53MoN3O3PS


Which of these has the lowest charge? CH2O3PS


The highest charge belongs to which entry? C23H53MoN3O3PS